[1]
The following is a DFT calculation (ωB97M-V/def2-TZVPD) of a structure of composition C12H29Cl2FN3O2OsPS2 at a distorted geometry.

Computed properties:
* charge: +2
* HOMO (alpha / beta): -14.876 / -14.877 eV
* total energy: -82654.8198 eV
* frontier orbital gap (alpha / beta): 5.935 / 5.936 eV
* spin multiplicity: 1

Cartesian coordinates (Å):
1 Os -0.03165 1.18305 -0.80858
2 F -1.87638 1.58800 -0.95656
3 Cl -2.70247 2.54191 -3.77304
4 C -1.15373 3.29130 -3.88843
5 Cl 0.22746 2.49719 -2.91616
6 H -1.20144 4.30781 -3.52046
7 H -0.78224 3.23584 -4.90474
8 C 0.88473 -0.57635 3.51246
9 N 0.42331 0.80585 3.34543
10 C -0.00183 1.46278 4.59404
11 C 0.16594 1.34418 2.16119
12 N -0.07393 0.57781 1.04963
13 N 0.21769 2.67287 2.00450
14 C 1.11257 3.52538 2.81146
15 C -0.32490 3.25626 0.80673
16 H 1.57565 -0.60054 4.35289
17 H 1.41517 -0.92110 2.62735
18 H 0.05484 -1.24196 3.74597
19 H -0.60442 0.75382 5.15983
20 H -0.60482 2.33767 4.37944
21 H 0.85721 1.74504 5.20062
22 H -0.14472 -0.41854 1.21941
23 H 1.77170 2.91032 3.41439
24 H 0.54974 4.19730 3.45702
25 H 1.72009 4.12306 2.13307
26 H -1.32686 2.91041 0.60982
27 H 0.34806 3.03603 -0.09558
28 H -0.34092 4.33902 0.90009
29 C -0.71796 -0.93709 -4.05979
30 C -0.94763 -1.49293 -2.68128
31 C -2.36217 -1.34738 -2.17580
32 O -0.03719 -0.82128 -1.63065
33 P 1.55012 -1.19076 -1.51157
34 S 2.43244 -1.97277 -2.96217
35 S 2.16207 0.76062 -1.09393
36 O 1.59995 -1.81659 -0.07637
37 C 1.22460 -3.21077 0.35968
38 C 1.41900 -4.25108 -0.71819
39 C -0.20653 -3.17507 0.84463
40 H -1.38784 -1.45258 -4.74874
41 H 0.30383 -1.09782 -4.39549
42 H -0.94408 0.12051 -4.09684
43 H -0.64776 -2.53921 -2.65201
44 H -2.57666 -0.31855 -1.90589
45 H -2.54043 -1.97641 -1.30232
46 H -3.05608 -1.64839 -2.95972
47 H 1.92261 -3.39026 1.17257
48 H 0.77187 -4.06531 -1.57754
49 H 1.15026 -5.22200 -0.30068
50 H 2.45046 -4.29897 -1.06048
51 H -0.89343 -3.00512 0.01245
52 H -0.36767 -2.40355 1.59420
53 H -0.45564 -4.13164 1.30417

***

[2]
The following is a DFT calculation (ωB97M-V/def2-TZVPD) of a structure of composition C19H43O2P3PbS at a distorted geometry.

Computed properties:
* charge: +4
* HOMO (alpha / beta): -18.107 / -18.104 eV
* total energy: -68399.5382 eV
* frontier orbital gap (alpha / beta): 3.076 / 3.071 eV
* spin multiplicity: 1

Cartesian coordinates (Å):
1 Pb 1.82968 4.10585 0.40630
2 P -0.60980 1.12873 2.09572
3 P -0.68397 -1.87683 0.27697
4 P -2.37788 -0.39235 -0.61321
5 H 3.01338 3.50422 -2.05701
6 C 2.29043 4.26075 -1.71876
7 C 2.75452 5.44841 -1.02534
8 H 3.82720 5.60443 -0.86256
9 C 0.75560 1.53615 3.27934
10 C -1.62433 0.06625 3.24018
11 C -1.56545 2.70442 2.24646
12 C 0.11506 -2.53954 -1.21716
13 C 0.74631 -1.81812 1.41439
14 C -1.67538 -3.28411 0.88256
15 C -2.43713 1.40047 -0.86952
16 C -3.97851 -0.84585 0.12609
17 C -2.45615 -0.91861 -2.34900
18 H 1.36524 4.32082 -2.31440
19 H 2.13813 6.35245 -1.09439
20 H 1.61410 1.97531 2.74944
21 H 1.09131 0.62192 3.78920
22 H 0.38228 2.25761 4.01982
23 H -1.03469 -0.79105 3.59120
24 H -2.52218 -0.30662 2.72744
25 H -1.92289 0.67808 4.10419
26 H -1.24700 3.39850 1.44973
27 H -1.36544 3.16528 3.22647
28 H -2.64355 2.50792 2.14378
29 H 0.29593 -3.60536 -1.03667
30 H 1.07046 -2.01858 -1.35454
31 H -0.47777 -2.42715 -2.12801
32 H 1.08280 -2.85429 1.58180
33 H 0.52796 -1.37284 2.39274
34 H 1.57342 -1.25535 0.96012
35 H -1.12419 -4.19728 0.62327
36 H -2.68418 -3.33957 0.45402
37 H -1.75983 -3.20869 1.97447
38 H -3.27063 1.58692 -1.56817
39 H -1.50505 1.72956 -1.35438
40 H -2.60680 1.95707 0.05888
41 H -4.75148 -0.29266 -0.42170
42 H -4.01796 -0.55902 1.18399
43 H -4.17730 -1.91946 0.03483
44 H -3.42419 -0.57034 -2.72932
45 H -2.38260 -2.00341 -2.47807
46 H -1.65309 -0.40710 -2.90387
47 C -0.40143 2.30163 -3.95253
48 C 0.19362 2.03754 -5.31755
49 C -0.76701 2.45415 -6.36897
50 C -1.75993 3.36551 -6.10989
51 C -1.97463 3.90667 -4.80565
52 C -1.17633 3.50005 -3.75836
53 O -0.25204 1.32826 -3.19339
54 H 0.31271 0.95449 -5.14872
55 H 1.17811 2.53809 -5.32762
56 H -0.63077 1.99157 -7.34777
57 H -2.42704 3.67863 -6.91328
58 H -2.80579 4.59036 -4.62710
59 H -1.28881 3.91989 -2.76115
60 C 4.97812 0.51351 -0.58454
61 S 3.46100 0.75181 0.31951
62 C 3.98383 0.21573 1.96037
63 O 3.34520 2.28071 0.47682
64 H 5.46420 -0.39474 -0.21198
65 H 5.62073 1.39339 -0.46378
66 H 4.69712 0.37533 -1.63757
67 H 4.49039 1.03890 2.46533
68 H 3.10864 -0.09961 2.52988
69 H 4.65168 -0.63258 1.83468

***

[3]
The following is a DFT calculation (ωB97M-V/def2-TZVPD) of a cluster of 3 separate species, C20H30I2N2O2S in total at a distorted geometry.

Computed properties:
* SMILES: NC[C@@H](I)O[C@H](S)CO[C@H](N)CCCI.c1ccccc1.c1ccccc1
* HOMO: -9.204 eV
* total energy: -55333.9916 eV
* frontier orbital gap: 9.705 eV
* spin multiplicity: 1

Cartesian coordinates (Å):
1 N -4.63304 1.01315 -2.62203
2 C -3.39610 1.29839 -1.91910
3 C -3.51435 1.34478 -0.39093
4 I -4.19716 3.27709 0.26783
5 O -4.40943 0.39871 0.13366
6 C -3.97950 -0.93633 -0.04933
7 S -5.41683 -2.02662 -0.12776
8 C -3.01864 -1.38000 1.05757
9 O -2.02567 -0.40342 1.31895
10 C -0.65014 -0.72912 1.14501
11 N 0.04712 0.02800 2.16099
12 C -0.16973 -0.44800 -0.28668
13 C -0.45436 -1.53752 -1.33038
14 C 0.52993 -2.69381 -1.20164
15 I 0.01255 -4.32044 -2.46607
16 H -5.44244 1.29606 -2.08138
17 H -4.74137 0.03125 -2.83959
18 H -2.63779 0.54871 -2.18389
19 H -2.99820 2.26481 -2.25020
20 H -2.54428 1.23793 0.09163
21 H -3.51392 -1.06420 -1.03944
22 H -5.88793 -1.63675 1.06611
23 H -2.57568 -2.34342 0.77068
24 H -3.59106 -1.54142 1.98026
25 H -0.50306 -1.79665 1.38368
26 H -0.02787 1.02612 1.97028
27 H 1.03945 -0.18923 2.14206
28 H -0.60186 0.50962 -0.60976
29 H 0.91795 -0.28982 -0.25001
30 H -1.47447 -1.92077 -1.24218
31 H -0.37175 -1.11376 -2.33702
32 H 0.56709 -3.10799 -0.19307
33 H 1.53921 -2.39540 -1.49047
34 C 1.21407 2.83385 -0.08004
35 C 2.52427 3.23472 0.13787
36 C 3.02707 3.29227 1.43128
37 C 2.22093 2.94613 2.50712
38 C 0.91635 2.52476 2.28910
39 C 0.41548 2.47111 0.99560
40 H 0.82576 2.77582 -1.08936
41 H 3.15988 3.47985 -0.70411
42 H 4.05337 3.59372 1.60019
43 H 2.61501 2.98604 3.51452
44 H 0.29340 2.23295 3.12551
45 H -0.59831 2.13562 0.82196
46 C 4.09029 -0.03370 -0.13206
47 C 5.21135 -0.82363 -0.34513
48 C 5.07556 -2.19921 -0.47966
49 C 3.81966 -2.78482 -0.39669
50 C 2.69920 -1.99380 -0.17930
51 C 2.83287 -0.61819 -0.04724
52 H 4.18730 1.03701 -0.01303
53 H 6.19155 -0.36794 -0.40671
54 H 5.94939 -2.81618 -0.64634
55 H 3.71458 -3.85752 -0.49946
56 H 1.72029 -2.45586 -0.11016
57 H 1.96399 0.00707 0.12837

***

[4]
The following is a DFT calculation (ωB97M-V/def2-TZVPD) of the molecule C5H11NOS at a distorted geometry.

Computed properties:
* SMILES: NC1([C@@H](S)CO)CC1
* HOMO: -9.227 eV
* total energy: -19732.0054 eV
* frontier orbital gap: 9.780 eV
* spin multiplicity: 1

Cartesian coordinates (Å):
1 C 1.05029 -0.37235 0.14393
2 C 2.11106 0.42836 -0.49345
3 C 1.73962 0.80362 0.89622
4 C -0.46775 -0.41238 -0.50336
5 C -0.63917 0.93444 -1.24307
6 H 1.40059 -2.54342 0.06361
7 H 1.46627 -1.97348 1.64797
8 H 1.57387 1.07754 -1.16940
9 H 3.09094 0.16113 -0.86590
10 H 2.38929 0.61223 1.58637
11 H 1.49762 1.91556 0.77954
12 H -0.53659 -1.44018 -0.94292
13 H -2.85644 -0.59319 0.26444
14 H -0.09998 1.84858 -0.81984
15 H -0.14181 0.82142 -2.18734
16 H -2.40174 1.43805 -0.47925
17 N 1.71683 -1.56288 0.61136
18 O -2.03483 1.27569 -1.43814
19 S -1.49284 -0.55498 1.03417